[1]
Entry from the Open Molecules 2025 dataset: a cluster of 5 separate species, C18H46ClN2O8 in total at a distorted geometry (ωB97M-V with the def2-TZVPD basis set).

Values from the calculation:
Net charge ... -1
HOMO-LUMO gap ... 3.9 eV

Each line ends with the Löwdin charge.
Positions of all 75 atoms, in Å:
N1 -0.856 -1.889 4.310  -0.04
C1 -1.648 -0.670 4.067  -0.33
C2 -3.063 -0.668 4.721  -0.53
N2 -4.130 -1.137 3.880  -0.62
Cl1 -4.056 -2.883 3.819  0.29
H1 -0.962 -2.477 3.500  0.03
H2 -1.231 -2.352 5.121  0.02
H3 -1.760 -0.438 3.007  0.08
H4 -1.071 0.179 4.486  0.07
H5 -3.304 0.384 4.936  0.07
H6 -2.980 -1.204 5.697  0.06
C3 1.947 3.182 -0.792  -0.10
O1 2.058 1.771 -0.873  -0.21
C4 2.329 1.170 0.389  -0.20
C5 1.075 0.579 1.009  -0.20
O2 0.142 1.596 1.339  -0.19
C6 -0.903 1.705 0.388  -0.11
H7 1.494 3.536 -1.718  0.07
H8 1.319 3.493 0.045  0.09
H9 2.941 3.633 -0.691  0.09
H10 2.793 1.889 1.069  0.13
H11 3.044 0.360 0.209  0.12
H12 1.348 0.077 1.942  0.13
H13 0.625 -0.163 0.344  0.13
H14 -1.618 0.887 0.516  0.09
H15 -0.525 1.704 -0.637  0.08
H16 -1.422 2.647 0.569  0.09
C7 2.088 6.618 -5.789  -0.11
O3 1.042 5.747 -6.190  -0.19
C8 0.967 4.577 -5.388  -0.20
C9 -0.134 4.681 -4.348  -0.20
O4 0.147 5.696 -3.393  -0.20
C10 -0.569 6.893 -3.638  -0.11
H17 1.922 7.581 -6.270  0.09
H18 2.102 6.762 -4.707  0.08
H19 3.054 6.221 -6.118  0.09
H20 1.929 4.371 -4.911  0.12
H21 0.735 3.744 -6.059  0.13
H22 -0.189 3.734 -3.803  0.12
H23 -1.102 4.856 -4.826  0.13
H24 -1.615 6.778 -3.338  0.09
H25 -0.522 7.189 -4.689  0.08
H26 -0.120 7.681 -3.034  0.09
C11 6.075 1.118 -5.675  -0.12
O5 5.308 1.831 -4.721  -0.19
C12 4.056 1.212 -4.450  -0.19
C13 4.089 0.420 -3.156  -0.20
O6 4.972 -0.693 -3.251  -0.19
C14 6.223 -0.453 -2.634  -0.12
H27 7.094 1.500 -5.637  0.09
H28 6.092 0.047 -5.461  0.08
H29 5.673 1.283 -6.681  0.09
H30 3.750 0.574 -5.284  0.13
H31 3.319 2.014 -4.347  0.12
H32 3.089 0.023 -2.965  0.13
H33 4.362 1.063 -2.317  0.12
H34 6.126 -0.510 -1.545  0.09
H35 6.636 0.520 -2.912  0.08
H36 6.913 -1.231 -2.961  0.09
C15 -6.229 -6.572 4.037  -0.12
O7 -4.855 -6.709 4.353  -0.20
C16 -4.521 -6.113 5.600  -0.22
C17 -4.394 -7.159 6.694  -0.20
O8 -5.642 -7.789 6.973  -0.20
C18 -5.762 -9.057 6.362  -0.13
H37 -6.452 -7.257 3.219  0.08
H38 -6.868 -6.821 4.889  0.08
H39 -6.436 -5.549 3.710  0.09
H40 -5.249 -5.347 5.873  0.12
H41 -3.552 -5.624 5.470  0.11
H42 -4.073 -6.664 7.614  0.12
H43 -3.639 -7.905 6.426  0.12
H44 -5.164 -9.799 6.904  0.08
H45 -5.451 -9.034 5.315  0.08
H46 -6.809 -9.355 6.409  0.08

***

[2]
Entry from the Open Molecules 2025 dataset: a structure of composition C18H46HgNO11S5 at a distorted geometry (ωB97M-V with the def2-TZVPD basis set).

Values from the calculation:
Net charge ... +1
HOMO-LUMO gap ... 1.3 eV

Each line ends with the Löwdin charge.
Positions of all 82 atoms, in Å:
Hg1 -27.914 -15.274 -12.301  0.46
O1 -31.674 -20.507 -13.125  0.19
C1 -30.921 -19.405 -13.082  -0.81
O2 -30.956 -18.688 -12.084  0.22
O3 -30.197 -19.021 -13.936  0.27
H1 -31.960 -20.491 -12.209  0.13
C2 -24.431 -16.610 -18.091  -0.22
S1 -25.594 -15.167 -18.438  0.88
O4 -26.097 -14.615 -17.086  -0.58
C3 -24.409 -13.828 -18.926  -0.24
H2 -23.482 -16.211 -17.733  0.05
H3 -24.290 -17.037 -19.084  0.04
H4 -24.866 -17.337 -17.406  0.05
H5 -23.696 -14.340 -19.573  0.04
H6 -23.887 -13.476 -18.037  0.06
H7 -24.837 -12.926 -19.363  0.06
C4 -34.733 -13.789 -15.047  -0.26
S2 -33.153 -12.808 -15.246  0.88
O5 -32.063 -13.395 -14.363  -0.57
C5 -32.875 -13.627 -16.857  -0.28
H8 -34.654 -14.857 -15.249  0.05
H9 -35.515 -13.275 -15.607  0.05
H10 -35.105 -13.825 -14.023  0.05
H11 -32.720 -14.704 -16.803  0.06
H12 -31.900 -13.299 -17.218  0.05
H13 -33.675 -13.337 -17.539  0.06
C6 -30.361 -16.820 -6.200  -0.24
S3 -30.677 -15.052 -6.694  0.89
O6 -29.704 -14.773 -7.876  -0.55
C7 -32.426 -15.166 -7.265  -0.25
H14 -29.358 -16.988 -5.808  0.05
H15 -30.395 -17.443 -7.094  0.05
H16 -31.037 -17.250 -5.461  0.05
H17 -32.657 -14.163 -7.624  0.05
H18 -33.132 -15.277 -6.441  0.06
H19 -32.626 -15.932 -8.015  0.06
C8 -37.589 -23.143 -14.228  -0.27
S4 -37.808 -24.878 -13.677  0.85
O7 -38.866 -25.538 -14.553  -0.56
C9 -36.128 -25.493 -14.281  -0.24
H20 -36.941 -22.573 -13.562  0.05
H21 -38.567 -22.693 -14.396  0.05
H22 -37.007 -23.101 -15.149  0.04
H23 -36.010 -26.576 -14.250  0.05
H24 -35.268 -24.965 -13.871  0.05
H25 -36.054 -25.232 -15.336  0.04
C10 -31.997 -21.934 -19.081  -0.28
S5 -30.955 -22.627 -20.429  0.87
O8 -31.001 -21.860 -21.752  -0.55
C11 -29.315 -22.047 -19.622  -0.22
H26 -31.767 -20.901 -18.821  0.05
H27 -31.872 -22.589 -18.219  0.05
H28 -33.044 -21.998 -19.380  0.05
H29 -28.533 -22.290 -20.342  0.04
H30 -29.059 -22.457 -18.645  0.05
H31 -29.366 -20.962 -19.535  0.04
C12 -36.488 -22.396 -7.064  -0.33
O9 -35.744 -21.932 -7.939  -0.02
N1 -37.414 -21.702 -6.362  -0.19
C13 -38.181 -22.309 -5.230  -0.04
C14 -37.713 -20.321 -6.671  -0.06
H32 -36.430 -23.433 -6.698  0.13
H33 -39.179 -21.881 -5.133  0.08
H34 -37.638 -22.178 -4.294  0.09
H35 -38.378 -23.364 -5.418  0.08
H36 -38.799 -20.234 -6.625  0.08
H37 -37.397 -19.555 -5.963  0.09
H38 -37.393 -20.125 -7.694  0.09
O10 -28.750 -27.219 -17.021  0.01
C15 -28.019 -27.788 -16.132  -0.44
O11 -26.885 -28.500 -16.371  -0.02
C16 -26.267 -28.635 -17.663  -0.24
C17 -25.167 -27.650 -17.885  -0.07
C18 -28.422 -27.732 -14.656  0.01
H39 -26.941 -28.703 -18.516  0.12
H40 -25.883 -29.654 -17.618  0.12
H41 -24.355 -27.896 -17.202  0.08
H42 -25.579 -26.647 -17.772  0.08
H43 -24.708 -27.637 -18.874  0.08
H44 -29.349 -28.280 -14.491  0.09
H45 -28.506 -26.655 -14.508  0.09
H46 -27.641 -28.181 -14.042  0.08

***

[3]
Entry from the Open Molecules 2025 dataset: a cluster of 5 separate species, C18H46O9P in total (ωB97M-V with the def2-TZVPD basis set).

Values from the calculation:
Net charge ... +1
HOMO-LUMO gap ... 6.7 eV

Each line ends with the Löwdin charge.
Positions of all 74 atoms, in Å:
O1 -4.530 -5.543 4.729  0.11
C1 -4.460 -4.768 3.828  -0.32
C2 -4.637 -5.205 2.368  -0.32
P1 -3.012 -5.360 1.620  1.11
H1 -4.246 -3.694 3.980  0.13
H2 -5.177 -4.442 1.787  0.07
H3 -5.145 -6.168 2.318  0.11
H4 -2.383 -6.488 2.142  0.03
H5 -2.252 -4.257 2.032  0.01
H6 -3.090 -5.430 0.232  0.02
C3 -6.100 -1.338 -2.575  -0.10
O2 -7.183 -1.325 -1.661  -0.18
C4 -7.583 -2.602 -1.212  -0.20
C5 -7.058 -2.897 0.177  -0.19
O3 -5.629 -2.964 0.216  -0.25
C6 -5.030 -1.749 0.653  -0.10
H7 -5.728 -0.318 -2.649  0.09
H8 -5.291 -1.991 -2.236  0.08
H9 -6.429 -1.665 -3.565  0.09
H10 -7.262 -3.380 -1.914  0.13
H11 -8.675 -2.616 -1.171  0.13
H12 -7.444 -3.867 0.504  0.12
H13 -7.413 -2.136 0.877  0.13
H14 -5.127 -1.629 1.738  0.09
H15 -5.479 -0.885 0.163  0.09
H16 -3.972 -1.789 0.390  0.09
C7 -0.358 -3.525 4.626  -0.11
O4 0.021 -3.126 3.317  -0.22
C8 0.383 -1.745 3.246  -0.19
C9 1.878 -1.534 3.320  -0.21
O5 2.411 -1.937 4.566  -0.18
C10 3.041 -3.205 4.546  -0.10
H17 -0.353 -4.615 4.653  0.09
H18 0.333 -3.149 5.380  0.09
H19 -1.367 -3.161 4.861  0.08
H20 -0.112 -1.188 4.048  0.13
H21 0.022 -1.359 2.289  0.12
H22 2.074 -0.465 3.202  0.13
H23 2.376 -2.058 2.496  0.13
H24 4.019 -3.148 4.058  0.09
H25 2.432 -3.953 4.030  0.08
H26 3.184 -3.512 5.580  0.09
C11 2.850 2.232 -2.313  -0.10
O6 3.801 1.214 -2.045  -0.19
C12 4.222 1.163 -0.696  -0.21
C13 3.525 0.061 0.072  -0.21
O7 2.124 0.282 0.178  -0.20
C14 1.371 -0.446 -0.771  -0.12
H27 2.415 2.019 -3.288  0.09
H28 2.056 2.250 -1.562  0.08
H29 3.330 3.215 -2.355  0.08
H30 4.058 2.126 -0.203  0.13
H31 5.297 0.960 -0.692  0.13
H32 3.927 0.029 1.089  0.12
H33 3.722 -0.906 -0.402  0.13
H34 1.292 -1.503 -0.482  0.08
H35 1.809 -0.385 -1.769  0.09
H36 0.371 -0.012 -0.796  0.09
C15 6.140 8.088 -3.003  -0.11
O8 5.541 8.178 -4.282  -0.19
C16 5.460 6.942 -4.966  -0.21
C17 4.085 6.319 -4.863  -0.20
O9 3.751 5.967 -3.530  -0.20
C18 2.920 6.912 -2.882  -0.11
H37 5.924 9.018 -2.478  0.09
H38 5.739 7.250 -2.427  0.08
H39 7.226 7.976 -3.087  0.09
H40 6.215 6.244 -4.589  0.13
H41 5.676 7.135 -6.021  0.13
H42 4.069 5.402 -5.459  0.12
H43 3.335 7.003 -5.275  0.13
H44 1.887 6.833 -3.237  0.09
H45 3.273 7.934 -3.039  0.08
H46 2.943 6.688 -1.816  0.09